Density functional theory data (the ωB97M-V functional and the def2-TZVPD basis) for C17H13N2O2S4SbSe3TcTe as an isolated structure.

Each line ends with the Mulliken charge.
Positions of all 44 atoms, in Å:
Tc (0.14, -1.82, 0.57)  0.50
C (-2.07, -4.08, -0.30)  -0.73
O (-1.62, -2.70, -0.32)  -0.02
C (-2.52, -1.74, -0.72)  1.63
C (-3.78, -2.01, -1.23)  -0.74
C (-4.59, -0.96, -1.62)  -0.71
C (-4.15, 0.36, -1.51)  -0.85
C (-2.89, 0.63, -1.02)  -0.59
C (-2.07, -0.42, -0.62)  -0.42
N (-0.77, -0.25, -0.11)  0.67
N (-0.25, 0.93, -0.30)  -0.50
C (0.94, 1.28, 0.19)  -0.42
C (1.86, 0.46, 1.00)  0.79
O (1.71, -0.79, 1.23)  -0.05
C (3.00, 1.10, 1.62)  -0.64
C (3.24, 2.41, 1.46)  -0.83
C (2.43, 3.24, 0.61)  0.82
C (2.75, 4.58, 0.41)  -0.94
C (1.99, 5.37, -0.43)  -0.57
C (0.89, 4.81, -1.08)  -0.83
C (0.55, 3.49, -0.89)  -0.42
C (1.31, 2.68, -0.04)  0.70
H (-2.26, -4.41, -1.32)  0.32
H (-2.96, -4.16, 0.32)  0.37
H (-1.27, -4.65, 0.15)  0.10
H (-4.13, -3.03, -1.32)  0.48
H (-5.58, -1.17, -2.00)  0.42
H (-4.80, 1.17, -1.81)  0.42
H (-2.53, 1.65, -0.92)  0.47
H (3.61, 0.46, 2.24)  0.61
H (4.09, 2.87, 1.96)  0.41
H (3.61, 5.00, 0.92)  0.43
H (2.24, 6.41, -0.58)  0.42
H (0.29, 5.42, -1.75)  0.43
H (-0.30, 3.07, -1.40)  0.44
Se (3.33, -3.71, -0.56)  -0.02
Se (4.31, -1.69, -0.08)  -0.08
Te (2.98, -0.06, -1.55)  0.42
Se (1.11, -1.40, -2.05)  -0.13
S (0.91, -2.35, 3.85)  -0.27
Sb (1.29, -4.76, 3.12)  0.55
S (1.37, -3.92, 0.44)  -0.24
S (-0.62, -1.83, 2.59)  0.07
S (-0.80, -5.46, 2.84)  -0.47

Gap between HOMO and LUMO (spin up / spin down): 4.56 / 4.57 eV
Energy: -10301.543373 Eh
Charge: +1